Formula: C33H83ClN5O15
Source: the OMol25 dataset
Level of theory: the ωB97M-V functional and the def2-TZVPD basis

Cartesian coordinates (Å):
Cl 1.378 -0.693 0.215
O 1.414 -1.877 0.981
O 0.028 -0.529 -0.218
O 1.701 0.358 1.147
O 2.276 -0.904 -0.874
C 4.054 1.177 -0.075
C 4.238 1.650 1.272
C 4.678 3.081 1.343
O 2.893 1.691 1.822
H 4.068 0.087 -0.100
H 4.876 1.542 -0.690
H 3.097 1.452 -0.518
H 4.895 1.005 1.856
H 4.788 3.183 2.423
H 3.913 3.765 0.976
H 5.570 3.423 0.819
H 2.372 0.987 1.429
C 2.683 -4.481 -5.030
O 1.729 -3.955 -4.189
C 1.588 -2.545 -4.531
C 0.766 -1.700 -3.567
N -0.325 -2.480 -3.071
C -0.805 -1.776 -1.834
C -1.897 -2.547 -1.197
O -1.572 -3.943 -1.066
C -2.574 -4.614 -0.353
H 3.635 -3.991 -4.824
H 2.448 -4.417 -6.092
H 2.705 -5.543 -4.785
H 1.134 -2.444 -5.517
H 2.519 -1.990 -4.651
H 0.331 -0.891 -4.154
H 1.413 -1.116 -2.912
H -0.907 -2.384 -3.891
H -1.199 -0.818 -2.176
H 0.005 -1.784 -1.105
H -2.760 -2.389 -1.843
H -2.038 -2.150 -0.192
H -2.694 -4.196 0.646
H -2.324 -5.673 -0.288
H -3.517 -4.520 -0.891
C 0.285 -1.875 3.058
O -0.974 -1.350 3.558
C -2.035 -1.319 2.624
C -3.366 -0.857 3.189
N -3.275 0.105 4.314
C -2.962 1.555 3.951
C -1.598 1.843 3.222
O -0.623 1.305 4.071
C 0.707 1.657 3.721
H 1.071 -1.812 3.811
H 0.630 -1.259 2.228
H 0.275 -2.849 2.569
H -2.047 -2.381 2.381
H -1.711 -0.635 1.840
H -3.946 -1.662 3.641
H -4.156 -0.451 2.558
H -4.216 0.095 4.681
H -3.132 2.203 4.811
H -3.763 1.889 3.292
H -1.448 2.919 3.141
H -1.645 1.464 2.201
H 0.765 1.491 2.645
H 1.424 0.926 4.092
H 1.230 2.608 3.823
C -4.510 6.132 1.786
O -3.669 5.026 1.721
C -2.365 5.247 1.120
C -1.477 3.980 1.259
N -2.231 2.737 1.249
C -3.060 2.518 0.049
C -3.882 1.198 0.254
O -3.298 -0.073 0.318
C -2.470 -0.415 -0.847
H -4.801 6.451 0.786
H -4.146 6.924 2.441
H -5.405 5.880 2.355
H -1.809 6.018 1.654
H -2.395 5.665 0.114
H -0.931 3.972 2.202
H -0.768 4.090 0.438
H -2.959 2.894 1.931
H -2.356 2.385 -0.773
H -3.805 3.267 -0.222
H -4.743 1.193 -0.414
H -4.436 1.415 1.168
H -2.690 -1.472 -1.002
H -1.388 -0.480 -0.733
H -2.767 0.157 -1.726
C 2.147 -6.692 -3.104
O 2.001 -5.312 -2.853
C 2.907 -4.950 -1.809
C 2.671 -3.456 -1.443
N 1.269 -3.063 -1.228
C 0.737 -3.644 0.048
C 0.171 -5.109 -0.013
O -0.323 -5.463 -1.328
C -0.647 -6.854 -1.424
H 1.453 -7.071 -3.854
H 2.161 -7.339 -2.226
H 3.121 -6.714 -3.593
H 3.938 -5.204 -2.058
H 2.686 -5.587 -0.953
H 2.983 -2.887 -2.319
H 3.348 -3.119 -0.658
H 1.435 -2.076 -1.091
H -0.100 -3.018 0.359
H 1.477 -3.488 0.833
H -0.596 -5.172 0.759
H 0.991 -5.713 0.377
H -1.476 -7.204 -0.809
H 0.292 -7.346 -1.172
H -0.835 -7.187 -2.445
C 1.622 1.515 -3.295
O 1.078 2.383 -2.284
C 0.652 1.805 -1.072
C 1.387 2.512 -0.017
N 0.650 3.668 0.440
C 0.966 4.961 -0.327
C 0.231 6.161 0.419
O 0.511 6.267 1.813
C 0.134 7.450 2.373
H 2.619 1.145 -3.053
H 1.619 2.073 -4.231
H 0.884 0.726 -3.441
H 0.943 0.756 -1.016
H -0.434 1.852 -0.996
H 2.443 2.689 -0.223
H 1.521 1.913 0.884
H 0.968 3.991 1.342
H 0.824 4.917 -1.407
H 2.005 5.208 -0.112
H -0.786 5.837 0.197
H 0.423 6.990 -0.261
H -0.943 7.612 2.413
H 0.463 8.260 1.723
H 0.699 7.605 3.292

## Properties
E_tot ... -86209.73409 eV
Multiplicity ... 1
Gap between HOMO and LUMO ... 7.3 eV
Net charge ... -1
LUMO ... 2.36 eV